[1]
Below is one molecule with the formula C17H18N2O4 in a non-equilibrium geometry, with properties calculated with the ωB97M-V functional and the def2-TZVPD basis.

Properties
ΔE to the lowest compared entry with this formula, charge and spin = 105.1 kcal per mole
largest force on an atom = 1.4 eV/Å
SMILES string = COc1cc(CN2CCc3ccccc3C2)cc([N+](=O)[O-])c1O
frontier orbital gap = 7.941 eV
highest occupied orbital energy = -8.5 eV
lowest unoccupied orbital energy = -0.582 eV

Positions of all 41 atoms, in Å:
C -5.092 -2.639 -0.393
O -5.067 -1.235 -0.312
C -3.894 -0.622 -0.029
C -2.685 -1.257 0.179
C -1.522 -0.538 0.474
C -0.224 -1.258 0.723
N 0.912 -0.443 0.347
C 1.034 -0.268 -1.087
C 1.964 0.911 -1.348
C 3.270 0.721 -0.634
C 4.406 1.414 -1.034
C 5.607 1.251 -0.371
C 5.684 0.385 0.707
C 4.559 -0.307 1.112
C 3.348 -0.145 0.451
C 2.152 -0.940 0.903
C -1.583 0.832 0.553
C -2.794 1.501 0.331
N -2.784 2.920 0.401
O -1.735 3.488 0.604
O -3.850 3.518 0.247
C -3.973 0.795 0.042
O -5.159 1.356 -0.176
H -4.444 -3.008 -1.195
H -6.124 -2.900 -0.618
H -4.799 -3.102 0.555
H -2.623 -2.332 0.118
H -0.231 -2.233 0.200
H -0.147 -1.465 1.797
H 0.045 -0.065 -1.504
H 1.433 -1.178 -1.573
H 2.132 1.033 -2.420
H 1.487 1.823 -0.977
H 4.341 2.088 -1.877
H 6.482 1.796 -0.694
H 6.619 0.250 1.231
H 4.616 -0.984 1.953
H 2.080 -0.896 1.995
H 2.321 -2.002 0.625
H -0.698 1.404 0.779
H -5.066 2.335 -0.087



[2]
Below is one molecule with the formula C17H18N4O, with properties calculated with the ωB97M-V functional and the def2-TZVPD basis.

Properties
ΔE to the lowest compared entry with this formula, charge and spin = 4.4 kcal per mole
largest force on an atom = 0.7 eV/Å
SMILES string = Cc1[nH]cnc1CN1CCc2c(c3ccccc3n2C)C1=O
frontier orbital gap = 8.503 eV
highest occupied orbital energy = -7.8 eV
lowest unoccupied orbital energy = 0.708 eV

Positions of all 40 atoms, in Å:
C -3.434 -2.436 0.234
C -3.737 -1.069 -0.261
N -4.519 -0.822 -1.361
C -4.587 0.524 -1.509
N -3.914 1.146 -0.585
C -3.377 0.171 0.208
C -2.488 0.502 1.363
N -1.119 0.756 0.941
C -0.885 1.966 0.179
C 0.526 2.516 0.404
C 1.458 1.376 0.192
C 1.079 0.072 0.406
C 2.209 -0.746 0.096
C 2.442 -2.119 0.099
C 3.681 -2.572 -0.296
C 4.689 -1.688 -0.687
C 4.484 -0.323 -0.688
C 3.236 0.144 -0.299
N 2.755 1.432 -0.218
C 3.511 2.618 -0.511
C -0.240 -0.291 0.910
O -0.534 -1.402 1.328
H -2.454 -2.438 0.710
H -4.174 -2.754 0.973
H -3.427 -3.155 -0.586
H -4.944 -1.523 -1.947
H -5.129 1.005 -2.299
H -2.859 1.393 1.874
H -2.453 -0.338 2.058
H -1.018 1.764 -0.895
H -1.640 2.696 0.475
H 0.625 2.900 1.425
H 0.715 3.334 -0.294
H 1.658 -2.790 0.411
H 3.879 -3.635 -0.310
H 5.645 -2.080 -1.003
H 5.271 0.351 -0.992
H 4.557 2.440 -0.264
H 3.146 3.452 0.087
H 3.445 2.882 -1.572